(1)
Density functional theory data (ωB97M-V/def2-TZVPD) for 2 unconnected molecules or ions with the total composition C3H9N2OS at a distorted geometry.

```
! wB97M-V def2-TZVPD RIJCOSX def2/J DEFGRID3
* xyz 1 1
N 1.018 0.925 -0.809
C 0.447 -0.166 -0.029
C -1.039 -0.476 -0.424
S -1.518 0.154 -2.006
C 0.529 0.042 1.481
N 1.970 0.214 1.920
O -0.064 -0.955 2.091
H 0.749 1.833 -0.480
H 0.570 0.813 -1.815
H 0.030 1.031 1.777
H 1.085 -1.109 -0.134
H -1.198 -1.518 -0.333
H -1.713 0.009 0.277
H 0.309 -0.635 -2.820
H 2.185 1.045 2.543
H 2.246 -0.672 2.408
*
```

The total energy comes out at -702.02080 hartree. The value obtained for the energy relative to the best compared isomer or geometry (same formula, charge and spin) is 1059.6 kJ/mol. The largest force on an atom comes out at 0.0868 Eh/bohr. As for the molar mass: 121.2 g/mol. Its LUMO energy is -0.366 Ha.

(2)
Density functional theory data (ωB97M-V/def2-TZVPD) for a single C4H7FOS molecule at a distorted geometry.

```
! wB97M-V def2-TZVPD RIJCOSX def2/J DEFGRID3
* xyz 0 1
C -2.389 -1.396 -1.291
C -2.248 -0.246 -0.610
C 0.123 -0.050 -1.671
C 0.670 1.241 0.619
O -0.213 -1.200 0.927
F -2.983 0.883 -0.641
S -0.275 -0.035 0.102
H -3.215 -1.729 -1.825
H -1.624 -2.086 -1.240
H -0.626 -0.588 -2.164
H 1.155 -0.264 -1.960
H 0.029 1.003 -1.861
H 0.323 1.594 1.541
H 0.931 1.905 -0.225
*
```

The total energy comes out at -729.69862 hartree. The value obtained for the energy relative to the best compared isomer or geometry (same formula, charge and spin) is 484.6 kJ/mol. The largest force on an atom comes out at 0.0679 Eh/bohr. As for the molar mass: 122.2 g/mol. The SMILES is C=C(F)[S@](=C)(C)=O. Its LUMO energy (spin up / spin down) is 0.020 / 0.020 Ha.

(3)
Density functional theory data (ωB97M-V/def2-TZVPD) for a molecular structure, C5H8N2 at a distorted geometry.

```
! wB97M-V def2-TZVPD RIJCOSX def2/J DEFGRID3
* xyz 0 1
C 0.840 -0.525 -1.277
C 0.733 0.452 0.923
C 0.003 1.469 0.068
N -0.728 0.281 -0.463
C -0.578 -0.307 0.896
C -0.614 -1.773 0.960
N -0.630 -2.930 0.973
H 0.554 -0.108 -2.243
H 1.885 -0.357 -1.058
H 0.558 -1.570 -1.184
H 1.232 0.708 1.858
H 0.535 2.050 -0.692
H -0.733 2.114 0.582
H -1.667 0.387 -0.862
H -1.390 0.108 1.520
*
```

The total energy comes out at -304.60639 hartree. The value obtained for the energy relative to the best compared isomer or geometry (same formula, charge and spin) is 601.5 kJ/mol. The largest force on an atom comes out at 0.0220 Eh/bohr. As for the molar mass: 96.1 g/mol. Its LUMO energy is 0.024 Ha.

(4)
Density functional theory data (ωB97M-V/def2-TZVPD) for 11 unconnected molecules or ions with the total composition C46H121N15O18 at a distorted geometry.

```
! wB97M-V def2-TZVPD RIJCOSX def2/J DEFGRID3
* xyz 0 1
C 1.198 -1.952 -3.395
O 1.998 -2.917 -4.014
C 2.951 -3.527 -3.077
C 2.306 -4.379 -2.077
N 3.081 -5.300 -1.235
C 2.217 -6.090 -0.342
C 2.790 -7.079 0.699
O 3.013 -6.350 1.931
C 3.780 -7.086 2.918
H 1.858 -1.123 -3.143
H 0.563 -2.293 -2.578
H 0.527 -1.504 -4.127
H 3.522 -2.699 -2.656
H 3.788 -4.016 -3.577
H 1.651 -5.037 -2.648
H 1.644 -3.711 -1.525
H 3.654 -5.999 -1.684
H 1.725 -6.760 -1.048
H 1.430 -5.555 0.189
H 3.691 -7.476 0.231
H 2.158 -7.950 0.872
H 3.830 -6.594 3.889
H 4.818 -7.217 2.611
H 3.255 -7.995 3.210
C -3.778 -6.185 -4.561
O -4.959 -6.953 -4.491
C -6.005 -6.502 -3.614
C -5.662 -5.869 -2.252
N -4.877 -6.911 -1.515
C -4.227 -6.389 -0.323
C -3.309 -5.136 -0.526
O -2.330 -5.293 -1.499
C -1.555 -4.122 -1.882
H -4.116 -5.225 -4.950
H -3.039 -6.607 -5.242
H -3.346 -6.050 -3.569
H -6.716 -7.258 -3.280
H -6.479 -5.687 -4.160
H -6.542 -5.464 -1.751
H -5.120 -4.952 -2.482
H -4.250 -7.164 -2.265
H -3.571 -7.209 -0.030
H -4.920 -6.181 0.493
H -2.844 -4.913 0.434
H -4.005 -4.336 -0.781
H -1.184 -3.599 -1.000
H -2.274 -3.422 -2.307
H -0.865 -4.405 -2.676
C 2.603 -4.201 4.387
O 2.430 -2.821 4.448
C 1.288 -2.374 5.164
C 1.058 -0.809 4.840
N 2.237 0.004 5.328
C 2.039 1.406 5.437
C 3.351 2.219 5.683
O 3.034 3.656 5.816
C 4.280 4.405 5.963
H 2.850 -4.502 5.405
H 3.326 -4.491 3.625
H 1.616 -4.592 4.142
H 1.464 -2.559 6.224
H 0.434 -2.981 4.861
H 0.120 -0.506 5.305
H 0.942 -0.660 3.766
H 3.103 -0.128 4.825
H 1.254 1.594 6.170
H 1.661 1.804 4.495
H 4.113 2.004 4.934
H 3.819 1.840 6.591
H 4.963 4.282 5.123
H 4.764 4.064 6.878
H 3.980 5.450 5.888
C -4.304 7.273 -2.342
O -5.499 7.000 -1.534
C -6.182 8.176 -1.099
C -7.332 7.772 -0.140
N -6.863 6.997 1.025
C -5.751 7.512 1.768
C -5.335 6.494 2.861
O -4.684 5.301 2.446
C -3.338 5.623 2.133
H -3.393 7.189 -1.749
H -4.330 8.143 -2.997
H -4.235 6.381 -2.965
H -6.689 8.672 -1.927
H -5.541 8.860 -0.543
H -8.109 7.190 -0.635
H -7.781 8.728 0.130
H -6.467 6.136 0.675
H -5.965 8.519 2.125
H -4.968 7.654 1.024
H -6.185 6.084 3.407
H -4.794 6.937 3.697
H -2.979 4.948 1.356
H -2.745 5.377 3.013
H -3.123 6.598 1.696
C 3.938 4.865 2.345
O 2.614 4.798 1.873
C 1.845 3.700 2.412
C 0.611 3.397 1.551
N -0.177 2.196 1.830
C -1.045 2.341 3.098
C -2.090 1.185 3.124
O -2.971 1.041 1.918
C -4.119 1.820 2.109
H 4.519 5.623 1.820
H 4.596 3.998 2.281
H 3.939 5.182 3.388
H 1.450 3.850 3.417
H 2.606 2.925 2.326
H 1.071 3.443 0.564
H -0.029 4.274 1.650
H -0.682 1.934 0.995
H -1.447 3.345 3.234
H -0.381 2.236 3.956
H -2.640 1.255 4.063
H -1.498 0.270 3.167
H -4.761 1.680 1.239
H -4.031 2.898 2.243
H -4.774 1.463 2.903
C 2.046 -2.098 1.013
O 1.160 -1.606 -0.026
C 0.266 -0.600 0.489
C -0.506 -0.094 -0.783
N -1.371 1.070 -0.498
C -1.911 1.591 -1.797
C -2.713 2.899 -1.536
O -4.060 2.642 -1.102
C -4.920 3.803 -1.002
H 2.667 -1.299 1.420
H 2.693 -2.854 0.569
H 1.483 -2.541 1.834
H 0.884 0.187 0.923
H -0.427 -0.929 1.264
H -1.048 -0.898 -1.282
H 0.270 0.156 -1.507
H -2.023 0.758 0.208
H -2.421 0.840 -2.401
H -1.080 1.967 -2.394
H -2.856 3.432 -2.477
H -2.199 3.535 -0.816
H -4.827 4.394 -1.913
H -4.734 4.459 -0.152
H -5.942 3.436 -1.098
C 2.099 2.013 -2.090
O 3.362 1.500 -2.067
C 3.770 0.804 -0.875
C 5.159 0.046 -1.025
N 5.182 -0.914 -2.103
C 6.510 -1.228 -2.622
C 6.453 -2.479 -3.603
O 5.864 -2.050 -4.812
C 5.819 -3.041 -5.855
H 2.186 3.057 -2.390
H 1.675 2.058 -1.087
H 1.425 1.451 -2.737
H 3.032 0.053 -0.598
H 3.723 1.567 -0.098
H 5.549 -0.416 -0.118
H 5.844 0.846 -1.307
H 4.747 -0.475 -2.902
H 7.187 -1.499 -1.812
H 7.019 -0.365 -3.052
H 5.836 -3.280 -3.195
H 7.447 -2.844 -3.860
H 6.798 -3.236 -6.293
H 5.147 -2.637 -6.613
H 5.372 -3.974 -5.513
C 5.809 -3.539 0.652
O 6.795 -2.874 0.991
N 5.049 -3.253 -0.384
N 5.212 -4.462 1.356
H 5.241 -2.573 -1.106
H 4.218 -3.792 -0.580
H 5.479 -4.823 2.261
H 4.333 -4.672 0.907
C -8.003 3.682 -3.892
O -7.120 3.170 -4.509
N -7.878 4.809 -3.246
N -9.066 3.107 -3.517
H -7.050 5.381 -3.160
H -8.558 4.800 -2.500
H -9.737 3.613 -2.955
H -9.298 2.165 -3.795
C -0.601 2.097 -5.041
O -1.674 2.489 -4.708
N 0.405 2.891 -5.041
N -0.141 0.939 -5.435
H 1.351 2.644 -5.296
H 0.159 3.826 -4.746
H 0.860 0.850 -5.535
H -0.800 0.182 -5.316
C 5.377 -0.812 3.557
O 5.407 -0.075 4.530
N 4.446 -1.632 3.208
N 6.340 -0.815 2.720
H 3.595 -1.785 3.730
H 4.555 -2.054 2.297
H 7.079 -0.136 2.833
H 6.417 -1.507 1.988
*
```

The total energy comes out at -4000.49416 hartree. The value obtained for the energy relative to the best compared isomer or geometry (same formula, charge and spin) is 689.0 kJ/mol. The largest force on an atom comes out at 0.1477 Eh/bohr. As for the molar mass: 1172.6 g/mol. The SMILES is COCCNCCOC.COCCNCCOC.COCCNCCOC.COCCNCCOC.COCCNCCOC.COCCNCCOC.COCCNCCOC.NC(N)=O.NC(N)=O.NC(N)=O.NC(N)=O. Its LUMO energy is 0.012 Ha.